(1)
The following is a quantum chemistry calculation of a single C4H8N2O2 molecule at a distorted geometry, from the OMol25 dataset.

Geometry as XYZ:
```
16
Properties=species:S:1:pos:R:3:nbo_charge:R:1
H 1.21038 1.39776 -2.14066 0.37
N 0.80022 0.80919 -1.42489 -0.79
C 0.24248 1.45715 -0.50802 0.69
N -0.11472 2.66845 -0.07367 -0.92
O -0.42281 0.72302 0.62503 -0.58
C -1.21487 -0.41927 0.27427 -0.18
C -0.45805 -1.74682 0.21210 0.59
C 0.99999 -1.73853 0.55326 -0.74
O -1.07177 -2.72932 -0.12870 -0.54
H 0.37853 3.46884 -0.43773 0.40
H -0.73130 2.04096 0.82190 0.51
H -1.98960 -0.51033 1.03880 0.22
H -1.69248 -0.26188 -0.69650 0.22
H 1.38702 -2.75487 0.54520 0.23
H 1.52071 -1.12975 -0.18950 0.27
H 1.15629 -1.27459 1.52910 0.23
```

Gap between HOMO and LUMO = 0.378 Ha
Structure (SMILES) = [H]/N=C(\N)OCC(C)=O
2S+1 = 1
LUMO level = 0.694 eV
HOMO = -9.59 eV
Total charge = 0
Energy relative to the best compared isomer or geometry (same formula, charge and spin) = 3.410 eV

***

(2)
The following is a quantum chemistry calculation of a molecular structure, C26H45Cl5CsF4MgNaO13PSSi at a distorted geometry, from the OMol25 dataset.

Geometry as XYZ:
```
99
Properties=species:S:1:pos:R:3:lowdin_charge:R:1
C -0.06903 -4.27590 -1.20245 0.16
C 0.85091 -4.02224 -1.97396 -0.12
C 2.09985 -3.72173 -2.90264 -0.36
C 3.08474 -2.75744 -2.05944 -0.31
O 4.47657 -3.08854 -1.92262 -0.31
P 4.99696 -1.78324 -0.85080 0.46
O 3.67449 -0.66049 -1.06209 -0.30
C 2.88789 -1.14703 -2.20243 -0.44
C 3.64548 -0.43168 -3.41877 -0.08
C 4.16159 1.04096 -3.07167 -0.25
O 3.02420 1.78459 -2.61293 -0.24
Si 3.38661 3.42298 -2.22615 0.49
C 5.19988 3.95190 -2.46615 -0.17
C 2.24969 4.52992 -3.29028 -0.17
C 2.96853 3.62715 -0.34526 -0.33
O 1.57857 -0.73450 -1.83665 -0.03
C 0.72242 -0.71910 -2.97742 -0.16
C -0.69819 -0.18237 -2.49491 -0.10
O -1.34038 -1.30182 -1.81177 -0.18
C -2.48844 -0.90065 -1.09927 -0.30
C -2.44428 -1.42869 0.38346 -0.08
H -0.72815 -4.22310 -0.28908 0.10
H 2.55821 -4.76820 -3.14167 0.09
H 1.71672 -3.24030 -3.89429 -0.16
H 2.68791 -2.90920 -0.99442 0.14
H 6.06517 -2.69267 -0.48541 -0.01
H 4.29588 -2.27287 0.31990 -0.03
H 5.66081 -0.72263 -0.08520 -0.04
H 5.80852 -1.29175 -1.93637 0.01
H 2.99306 -0.36218 -4.34473 0.10
H 4.54284 -1.07636 -3.71561 0.12
H 5.03551 1.03583 -2.34668 0.12
H 4.57087 1.47429 -4.04596 0.13
H 5.25221 4.80238 -3.22554 0.05
H 5.53799 4.42554 -1.47940 0.05
H 5.93576 3.12526 -2.67839 0.03
H 1.64726 3.85682 -3.98647 0.04
H 2.80719 5.25261 -3.95956 0.04
H 1.52153 5.06618 -2.60255 0.04
H 2.80795 4.71709 -0.08293 0.05
H 3.82993 3.20492 0.29845 -0.09
H 2.03292 3.01060 -0.15854 -0.01
H 0.50144 -1.74317 -3.41295 0.11
H 1.05031 -0.02305 -3.80436 0.13
H -0.55675 0.68184 -1.78198 0.15
H -1.36726 0.06665 -3.38261 0.16
H -3.49686 -1.35757 -1.58740 -0.11
H -2.60149 0.22355 -1.02983 0.16
H -3.37254 -1.09763 0.93576 0.10
H -1.51482 -0.96846 0.87339 0.12
H -2.33404 -2.55973 0.44513 0.06
O -0.03754 -5.57330 -4.59933 0.29
H 0.83639 -5.74252 -5.02429 0.13
H -0.47269 -4.76649 -4.96521 0.18
H 0.04237 -5.52339 -3.59967 0.16
Cl -3.88254 -2.63621 -2.36166 0.54
Mg 2.84650 2.98180 2.17473 0.48
O -4.45305 -2.83149 2.63058 0.09
C -4.01371 -2.51915 3.70282 -0.51
O -4.82199 -2.48754 4.78310 0.00
C -4.36222 -2.33109 6.13128 -0.23
C -4.22565 -0.86726 6.49390 -0.07
C -2.58602 -2.06025 3.85430 0.00
H -3.44085 -2.89256 6.30154 0.11
H -5.12281 -2.78861 6.76666 0.12
H -3.47639 -0.36959 5.87549 0.06
H -3.93811 -0.75555 7.54100 0.08
H -5.17063 -0.34449 6.33091 0.09
H -2.52891 -0.98724 3.66267 0.09
H -1.97816 -2.58635 3.11650 0.08
H -2.15197 -2.28803 4.82620 0.07
F -3.90017 -3.40348 0.50030 -0.41
Na 4.97102 -1.13487 1.59731 0.46
C -3.69491 -4.36583 -5.83308 -0.62
F -2.77309 -3.37723 -5.65141 0.05
F -2.98257 -5.52090 -5.92339 0.07
F -4.37778 -4.44740 -4.66757 0.06
S -4.78747 -4.07147 -7.30554 0.43
O -3.86520 -4.01730 -8.42785 -0.34
O -5.44437 -2.81104 -7.01860 -0.32
O -5.67893 -5.21252 -7.32715 -0.31
C -1.88764 3.03799 5.39055 0.02
C -2.25788 4.13765 4.73659 -0.04
C -2.63843 5.37075 5.46245 -0.52
O -2.97892 6.37143 4.86846 0.06
C -2.58989 5.33397 6.94114 0.01
C -2.21947 4.23383 7.59483 0.03
C -1.83905 3.00208 6.86983 -0.39
O -1.49889 1.99957 7.46396 0.10
H -1.60658 2.12723 4.87647 0.12
H -2.29786 4.18158 3.65512 0.12
H -2.87045 6.24453 7.45536 0.13
H -2.17907 4.19003 8.67596 0.13
Cs 2.79836 -3.71386 -5.53106 1.33
C 0.99881 7.62121 4.97357 -2.00
Cl 2.21164 7.45146 3.68842 0.48
Cl 1.81177 7.67538 6.54935 0.53
Cl 0.08291 9.11872 4.72848 0.55
Cl -0.10860 6.23592 4.92861 0.64
```

Gap between HOMO and LUMO = 0.112 Ha
2S+1 = 1
LUMO level = -5.822 eV
HOMO = -8.88 eV
Total charge = +1

***

(3)
The following is a quantum chemistry calculation of a molecular structure, C40H50AsIrN2O2PSb2 at a distorted geometry, from the OMol25 dataset.

Geometry as XYZ:
```
99
Properties=species:S:1:pos:R:3:mulliken_spin:R:1
Ir 0.15823 0.01807 -0.15471 0.00
C -1.55555 1.42310 4.12257 0.00
O -0.13819 1.38599 3.77833 0.00
C 0.20080 0.93883 2.62052 0.00
O -0.60888 0.47067 1.78656 0.00
N 1.52717 1.04418 2.35528 0.00
N 2.04649 0.55158 1.13809 0.00
H -1.57793 1.80104 5.13796 0.00
H -1.96576 0.41816 4.07500 0.00
H -2.07412 2.09283 3.43742 0.00
H 2.15654 1.38445 3.07256 0.00
H 2.66879 -0.23301 1.33392 0.00
H 2.58877 1.29160 0.69324 0.00
C 0.63341 -0.06806 -4.33119 0.00
Sb 1.35582 -0.43939 -2.37252 0.00
C 3.26969 0.47203 -2.40905 0.00
C 2.00210 -2.51886 -2.63342 0.00
C 0.96634 -3.44616 -3.12521 0.00
C 0.85977 -3.68948 -4.49187 0.00
C -0.07641 -4.57722 -4.98589 0.00
C -0.96757 -5.25543 -4.11104 0.00
C -0.89622 -5.03665 -2.76487 0.00
C 0.06981 -4.16348 -2.22169 0.00
C 0.15078 -4.02591 -0.77615 0.00
Sb -1.05634 -2.30787 -0.01290 0.00
C -1.30205 -3.05140 1.95851 0.00
C -2.94013 -2.70899 -0.90546 0.00
H 1.33977 -0.49582 -5.04071 0.00
H 0.58864 1.00802 -4.50238 0.00
H -0.34546 -0.51477 -4.48613 0.00
H 3.68914 0.38652 -3.41065 0.00
H 3.94331 -0.01911 -1.70890 0.00
H 3.17415 1.52779 -2.16024 0.00
H 2.45476 -2.82269 -1.69177 0.00
H 2.79677 -2.42248 -3.37527 0.00
H 1.55287 -3.21601 -5.17420 0.00
H -0.12227 -4.78122 -6.04759 0.00
H -1.67531 -5.96371 -4.52030 0.00
H -1.54174 -5.58321 -2.08971 0.00
H 1.14524 -3.80619 -0.39412 0.00
H -0.28199 -4.87580 -0.25243 0.00
H -1.87133 -3.97884 1.92234 0.00
H -1.84495 -2.31710 2.55204 0.00
H -0.32849 -3.23444 2.40895 0.00
H -3.22232 -3.74161 -0.70773 0.00
H -2.90209 -2.53504 -1.97956 0.00
H -3.69241 -2.05713 -0.46368 0.00
C -2.31970 1.22347 -2.50697 0.00
C -3.50171 2.16131 -2.75650 0.10
As -3.16320 3.96717 -3.47753 0.51
C -4.43632 4.37825 -4.80096 0.07
C -4.86923 3.40294 -5.71023 0.07
C -5.77030 3.74706 -6.69529 -0.02
C -6.22268 5.06355 -6.79044 0.12
C -5.76075 6.04213 -5.91481 -0.02
C -4.85945 5.70951 -4.92314 0.07
C -3.23333 5.27602 -2.07509 0.09
C -2.16034 6.13782 -1.87270 0.02
C -2.25007 7.11624 -0.89268 0.01
C -3.40862 7.23335 -0.13451 0.00
C -4.47935 6.37301 -0.34769 0.00
C -4.39867 5.38728 -1.31856 -0.01
P -1.26136 1.58666 -1.04401 0.01
C -2.45597 2.11254 0.21314 0.00
C -2.67301 3.44190 0.56735 0.00
C -3.66220 3.75829 1.49280 0.00
C -4.45816 2.76329 2.03997 0.00
C -4.26349 1.43530 1.66975 0.00
C -3.26407 1.11533 0.76982 -0.01
C -0.21019 3.00390 -1.45987 -0.15
C 0.16136 3.28727 -2.77757 0.14
C 1.09380 4.28070 -3.05188 -0.02
C 1.66572 5.00170 -2.01358 -0.01
C 1.30901 4.72289 -0.69791 0.00
C 0.39206 3.72246 -0.42110 0.01
H -1.68506 1.10040 -3.38802 -0.01
H -2.73101 0.23035 -2.29602 0.00
H -4.04293 2.34654 -1.82377 0.01
H -4.20000 1.68905 -3.44838 0.01
H -4.50923 2.38297 -5.64278 0.00
H -6.12555 3.00331 -7.39447 0.00
H -6.93913 5.32688 -7.55712 0.00
H -6.10569 7.06223 -6.01143 0.00
H -4.49811 6.46723 -4.23788 0.00
H -1.26526 6.06075 -2.47890 -0.01
H -1.42805 7.80092 -0.73784 0.00
H -3.48616 8.01195 0.61229 0.00
H -5.38857 6.48525 0.22726 0.00
H -5.24712 4.73475 -1.49317 0.00
H -2.09211 4.24009 0.12243 0.00
H -3.81547 4.79063 1.77436 0.00
H -5.23361 3.01762 2.74972 0.00
H -4.89078 0.65953 2.08665 0.00
H -3.10547 0.07659 0.49790 0.00
H -0.27413 2.73898 -3.60565 0.02
H 1.36790 4.49694 -4.07543 0.00
H 2.38836 5.77745 -2.22571 0.00
H 1.74295 5.29453 0.11127 0.00
H 0.12106 3.52000 0.61003 0.00
```

Gap between HOMO and LUMO (alpha / beta) = 0.175 / 0.174 Ha
2S+1 = 2
LUMO level (alpha / beta) = -12.628 / -12.647 eV
HOMO (alpha / beta) = -17.39 / -17.39 eV
Total charge = +4

***

(4)
The following is a quantum chemistry calculation of 2 unconnected molecules or ions with the total composition C2H3BrN2O2 at a distorted geometry, from the OMol25 dataset.

Geometry as XYZ:
```
10
Properties=species:S:1:pos:R:3:nbo_charge:R:1
C -0.82237 -1.36711 0.38926 -0.47
C 2.45788 0.11699 -0.10003 0.27
N 3.08348 -0.92180 0.00136 -0.40
N 4.51542 -1.36078 0.14115 0.65
O 4.92034 -1.31496 1.27499 -0.31
O 4.95540 -1.85601 -0.83301 -0.29
Br 3.04015 1.92511 -0.36841 0.08
H -0.98044 -2.09317 -0.34130 0.16
H -0.67673 -0.35089 0.29555 0.17
H -1.27310 -1.77308 1.21521 0.15
```

Gap between HOMO and LUMO (alpha / beta) = 0.247 / 0.334 Ha
2S+1 = 1
LUMO level (alpha / beta) = -2.347 / -0.461 eV
HOMO (alpha / beta) = -9.08 / -9.56 eV
Total charge = 0
Energy relative to the best compared isomer or geometry (same formula, charge and spin) = 4.798 eV

***

(5)
The following is a quantum chemistry calculation of a molecular structure, C27H46BrNOP2STi at a distorted geometry, from the OMol25 dataset.

Geometry as XYZ:
```
80
Properties=species:S:1:pos:R:3:mulliken_spin:R:1
N 0.48888 -3.29404 6.74638 -0.02
C -0.31900 -2.23231 6.64292 0.01
C -0.42860 -1.46957 5.46990 -0.02
C 0.29582 -1.83166 4.31293 0.01
C 1.20754 -2.90384 4.47750 -0.02
C 1.22281 -3.63076 5.68866 0.01
C -0.00709 -1.15388 3.01199 -0.13
Ti 0.16696 0.09121 1.30426 1.18
P -1.35472 0.32001 -3.75851 0.63
C 0.12657 -1.82981 1.74111 -0.05
C -0.96669 -2.07990 0.77343 0.10
C -0.70904 -2.99223 -0.29395 -0.03
C -1.76098 -3.54197 -1.00819 0.03
C -3.07839 -3.08453 -0.78983 -0.04
C -3.33710 -2.23074 0.29527 0.04
C -2.29192 -1.65363 0.99483 -0.09
Br -4.42461 -3.51749 -1.94423 0.00
H -0.66899 -0.26293 3.15141 -0.02
H 0.98044 -2.48779 1.60903 -0.03
H -1.09424 -0.61529 5.45825 0.00
H 1.93201 -3.17872 3.71014 0.00
H -0.91824 -1.96822 7.51579 0.00
H 1.85062 -4.52323 5.80480 0.00
H 0.31594 -3.27150 -0.51906 -0.01
H -2.51203 -0.79396 1.62769 -0.01
H -1.56087 -4.29451 -1.76076 0.00
H -4.34674 -1.97537 0.61581 0.00
P 2.19658 0.74814 0.15733 0.03
C -3.11371 -0.12979 -3.71451 0.06
C -3.62300 -0.71689 -5.03348 0.01
H -3.69080 0.77273 -3.47109 0.00
H -3.23924 -0.83962 -2.89117 0.03
H -4.65361 -1.06379 -4.92443 0.00
H -3.62390 0.02315 -5.83919 -0.01
H -3.01554 -1.56421 -5.35865 0.00
C -0.34864 -1.10809 -3.30435 0.01
C 0.23799 -1.69255 -4.59714 0.04
H -0.95098 -1.84377 -2.75811 0.00
H 0.44408 -0.76172 -2.62594 0.09
H 0.88973 -2.54028 -4.37363 0.00
H -0.54876 -2.03475 -5.27982 0.00
H 0.82797 -0.93712 -5.12973 -0.01
C -1.10775 1.79600 -2.74805 0.09
C -1.35657 2.99254 -3.69126 0.03
H -0.08806 1.80299 -2.32086 -0.02
H -1.82862 1.74840 -1.91831 0.03
H -0.88307 3.90604 -3.32126 0.00
H -0.94934 2.77460 -4.69019 -0.01
H -2.43223 3.18098 -3.80653 0.00
C 2.31708 2.48317 -0.40840 0.01
C 3.73156 3.04256 -0.52924 0.00
H 1.70706 3.09252 0.27416 0.00
H 1.80961 2.51784 -1.38437 0.00
H 4.18279 3.22843 0.45042 0.00
H 4.40053 2.38820 -1.10072 0.00
H 3.69113 4.00090 -1.06136 0.00
C 2.88655 -0.18695 -1.26648 0.00
C 3.09994 -1.66251 -0.96392 0.00
H 3.82991 0.29983 -1.55982 0.00
H 2.18581 -0.05385 -2.10561 0.01
H 3.61591 -1.81611 -0.01150 0.00
H 2.15130 -2.20689 -0.92148 0.01
H 3.71505 -2.12210 -1.74681 0.00
C 3.44535 0.44950 1.49407 0.02
C 3.36418 1.34119 2.72453 0.02
H 4.42790 0.50674 1.01317 0.00
H 3.32183 -0.60067 1.80425 0.00
H 3.95007 0.87821 3.52187 0.00
H 3.77348 2.33313 2.52639 0.00
H 2.34776 1.44637 3.10046 -0.01
C -2.06624 3.60306 2.97445 0.00
S -2.05000 2.76871 1.37251 0.00
C -1.24987 4.09311 0.42807 0.00
O -0.91249 1.68933 1.53036 0.01
H -2.76803 4.44796 2.93838 0.00
H -1.06462 3.95921 3.23541 0.00
H -2.42824 2.88580 3.72011 0.00
H -0.37343 4.47849 0.96001 0.00
H -0.98134 3.73338 -0.57419 0.00
H -2.01143 4.87509 0.32811 0.00
```

Gap between HOMO and LUMO (alpha / beta) = 0.254 / 0.103 Ha
2S+1 = 3
LUMO level (alpha / beta) = -5.091 / -8.680 eV
HOMO (alpha / beta) = -12.00 / -11.49 eV
Total charge = +2
Energy relative to the best compared isomer or geometry (same formula, charge and spin) = 2.221 eV

***

(6)
The following is a quantum chemistry calculation of a molecular structure, CClFNO4P at a distorted geometry, from the OMol25 dataset.

Geometry as XYZ:
```
9
Properties=species:S:1:pos:R:3:nbo_charge:R:1
C -0.45867 -0.83378 -0.53920 0.82
N -0.86843 -1.30766 0.71787 -0.31
O -0.55252 0.39370 -0.89488 -0.71
O -1.79607 2.25143 0.78366 -1.12
O -3.02747 0.34260 -0.54358 -1.13
O -1.19515 -0.09181 1.39068 -0.67
F 0.12864 -1.72967 -1.46136 -0.34
P -1.91112 0.88280 0.26505 2.45
Cl 9.68079 0.09239 0.28177 -1.00
```

Gap between HOMO and LUMO = 0.276 Ha
2S+1 = 1
LUMO level = 5.437 eV
HOMO = -2.09 eV
Total charge = -2
Energy relative to the best compared isomer or geometry (same formula, charge and spin) = 0.000 eV

***

(7)
The following is a quantum chemistry calculation of a molecular structure, C4H6N2O2 at a distorted geometry, from the OMol25 dataset.

Geometry as XYZ:
```
14
Properties=species:S:1:pos:R:3:nbo_charge:R:1
C -0.36069 0.29680 -0.08917 -0.18
C -1.18048 0.73665 1.10803 -0.64
N 1.13812 0.73653 -0.00504 -0.51
C 0.87083 1.62318 -0.78700 0.81
C 0.17870 -1.22285 0.11801 0.70
N 0.95789 -1.72432 -0.89228 -0.84
O 0.91770 2.52655 -1.55206 -0.50
O -0.33105 -1.96138 0.94014 -0.59
H -0.92163 0.24684 -1.02600 0.24
H 1.20967 -2.69956 -0.79960 0.40
H 1.68302 -1.13113 -1.27272 0.40
H -1.94009 -0.00297 1.37469 0.25
H -0.55037 0.88487 1.98982 0.23
H -1.67162 1.69078 0.89318 0.22
```

Gap between HOMO and LUMO = 0.385 Ha
2S+1 = 1
LUMO level = 0.596 eV
HOMO = -9.89 eV
Total charge = 0
Energy relative to the best compared isomer or geometry (same formula, charge and spin) = 1.787 eV

***

(8)
The following is a quantum chemistry calculation of 2 unconnected molecules or ions with the total composition C4H12 at a distorted geometry, from the OMol25 dataset.

Geometry as XYZ:
```
16
Properties=species:S:1:pos:R:3:nbo_charge:R:1
C 1.82482 -1.42952 1.11387 -0.61
C 2.16912 -0.68769 -0.16854 -0.61
H 0.76063 -1.35152 1.34948 0.20
H 1.97721 -2.51291 1.06664 0.20
H 2.42660 -1.12648 1.97299 0.20
H 3.15971 -0.95843 -0.51289 0.21
H 2.07295 0.36780 0.09319 0.20
H 1.40631 -0.88092 -0.91720 0.20
C -2.56793 1.47396 -0.23632 -0.61
C -1.37727 0.69699 -0.76041 -0.61
H -2.75706 1.29555 0.82059 0.21
H -2.55142 2.56904 -0.30102 0.20
H -3.39600 1.19889 -0.88805 0.20
H -0.40574 0.88953 -0.29617 0.20
H -1.57916 -0.34848 -0.51638 0.20
H -1.16279 0.80418 -1.81977 0.21
```

Gap between HOMO and LUMO = 0.468 Ha
Structure (SMILES) = CC.CC
2S+1 = 1
LUMO level = 1.126 eV
HOMO = -11.62 eV
Total charge = 0
Energy relative to the best compared isomer or geometry (same formula, charge and spin) = 0.260 eV